No. 1
Density functional theory data (the ωB97M-V functional and the def2-TZVPD basis) for a structure of composition C10H18FInN2O2 at a distorted geometry.

Its orbital gap is 2.59 eV. The total charge is +2. The value obtained for the energy is -941.0462 Ha. The value obtained for the highest occupied orbital energy is -14.7 eV.

The geometry in XYZ format:
```
34
Properties=species:S:1:pos:R:3:mulliken_charge:R:1
In 6.301 7.324 15.862 0.934
F 3.595 6.463 16.359 -0.894
C 5.723 4.200 12.977 -0.718
O 5.331 4.875 14.139 -0.405
H 6.216 3.236 13.133 0.309
H 4.974 3.955 12.216 0.273
H 6.436 4.771 12.378 0.261
H 4.530 4.448 14.534 0.363
C 2.154 3.782 14.736 -0.638
O 3.351 3.931 15.542 -0.638
H 1.335 3.494 15.399 0.301
H 1.817 4.708 14.268 0.204
H 2.359 2.971 14.045 0.325
H 3.372 4.807 15.969 0.382
N 2.255 7.331 18.793 0.182
C 1.030 7.095 19.299 -0.034
C 0.843 7.882 20.451 -0.437
C 2.023 8.548 20.719 -0.459
C 2.871 8.238 19.630 -0.141
H 2.696 6.989 17.939 0.215
H 0.286 6.475 18.821 0.452
H -0.056 7.834 21.046 0.423
H 2.153 9.151 21.603 0.421
H 3.910 8.512 19.526 0.399
N 1.342 7.758 15.192 0.288
C 0.029 7.315 15.424 -0.023
C -0.792 7.757 14.433 -0.630
C 0.051 8.548 13.581 -0.407
C 1.359 8.547 14.125 -0.086
H 2.148 7.566 15.788 0.089
H -0.089 6.703 16.304 0.371
H -1.838 7.529 14.314 0.451
H -0.207 8.962 12.618 0.432
H 2.274 8.982 13.754 0.437
```

***

No. 2
Density functional theory data (the ωB97M-V functional and the def2-TZVPD basis) for a structure of composition C10H18FN2 at a distorted geometry.

The relative energy (zero: lowest compared OMol25 entry of this formula, charge and spin) comes out at 178.47 kJ/mol. Its orbital gap is 9.50 eV. The total charge is +1. The value obtained for the energy is -600.8279 Ha. The value obtained for the highest occupied orbital energy is -13.0 eV.

The geometry in XYZ format:
```
31
Properties=species:S:1:pos:R:3:mulliken_charge:R:1
C 0.344 2.165 -0.596 -0.685
C 0.027 2.230 0.725 -0.881
C 0.134 1.009 -1.510 0.076
C -0.769 1.109 1.275 -0.437
C 0.282 -0.357 -0.938 0.348
C -0.363 -0.614 0.442 0.567
C 2.067 -1.074 -2.575 -1.196
C -0.625 -1.576 2.775 -1.434
C 1.828 -0.598 -1.153 -0.215
C 0.181 -1.528 1.492 -0.534
N -0.215 1.414 -2.660 -0.753
N -2.122 1.319 0.813 -0.224
F -1.672 -0.951 0.240 -0.462
H 0.402 2.972 -1.187 0.585
H 0.216 3.055 1.395 0.454
H -0.639 1.028 2.322 0.361
H -0.117 -1.131 -1.622 0.467
H 1.510 -0.490 -3.245 0.341
H 1.528 -2.093 -2.653 0.287
H 3.113 -1.131 -2.801 0.390
H -0.601 -0.702 3.478 0.272
H -0.390 -2.351 3.484 0.423
H -1.578 -1.779 2.375 0.390
H 2.368 0.422 -1.007 0.312
H 1.924 -1.407 -0.400 0.337
H 0.132 -2.685 1.073 0.324
H 1.238 -1.343 1.758 0.402
H -0.696 0.745 -3.218 0.280
H -2.174 2.240 0.216 0.460
H -2.837 1.559 1.532 0.366
H -2.497 0.544 0.171 0.382
```

***

No. 3
Density functional theory data (the ωB97M-V functional and the def2-TZVPD basis) for a cluster of 2 separate species, C10H18I2N2O2P in total at a distorted geometry.

Its orbital gap is 7.18 eV. The total charge is +1. The value obtained for the energy is -1588.2855 Ha. The value obtained for the highest occupied orbital energy is -12.0 eV.

The geometry in XYZ format:
```
35
Properties=species:S:1:pos:R:3:mulliken_charge:R:1
C -1.842 0.535 -2.122 -1.293
C -1.898 0.954 -0.632 -0.746
I -2.903 -0.616 0.439 0.213
C -0.413 1.148 -0.178 -0.566
I 0.455 -0.776 0.132 0.439
C -0.257 2.072 1.013 0.651
C -1.402 2.448 1.734 -0.412
C -1.220 3.310 2.762 -0.613
C 0.065 3.766 3.029 -0.323
N 1.133 3.407 2.378 -0.981
N 0.932 2.546 1.372 0.876
P 2.627 2.265 0.682 0.135
C 3.154 0.835 1.721 -0.807
O 2.414 1.739 -0.840 -0.431
H -1.911 1.452 -2.704 0.374
H -2.686 -0.082 -2.392 0.448
H -0.893 0.086 -2.384 0.315
H -2.447 1.885 -0.608 0.658
H 0.026 1.659 -1.029 0.655
H -2.390 2.087 1.529 0.339
H -2.037 3.652 3.374 0.435
H 0.218 4.474 3.827 0.443
H 3.932 1.196 2.378 0.354
H 2.333 0.447 2.314 0.277
H 3.499 0.052 1.054 0.285
H 3.225 1.871 -1.342 0.351
C 0.562 -4.451 -1.273 -0.439
C -0.406 -5.036 -2.286 -0.312
O -1.693 -5.248 -1.715 -0.492
H 0.655 -5.111 -0.410 0.288
H 1.551 -4.304 -1.711 0.334
H 0.194 -3.486 -0.910 -0.274
H -0.052 -6.004 -2.633 0.299
H -0.500 -4.375 -3.154 0.247
H -2.028 -4.399 -1.415 0.272
```

***

No. 4
Density functional theory data (the ωB97M-V functional and the def2-TZVPD basis) for a structure of composition C10H18IN2O3PSm at a distorted geometry.

Its multiplicity is 6. Its orbital gap (spin up / spin down) is 5.11 / 4.09 eV. The total charge is +3. The value obtained for the energy is -2022.5695 Ha. The value obtained for the highest occupied orbital energy (spin up / spin down) is -17.1 / -17.1 eV.

The geometry in XYZ format:
```
36
Properties=species:S:1:pos:R:3:mulliken_charge:R:1
C 1.533 -2.660 0.201 -0.648
C 1.248 -2.141 1.727 -0.621
I 3.265 -1.887 2.651 0.175
C 0.526 -0.678 1.853 -0.789
C -0.650 -0.368 0.760 0.859
C -1.643 -1.689 0.934 -1.278
N -1.485 0.843 1.192 -0.653
C -2.394 1.214 0.030 0.454
O -3.439 2.013 0.250 -0.520
C -1.838 0.423 -1.289 -0.317
O -1.907 1.035 -2.623 -0.116
N -2.321 2.312 -2.588 0.160
O -2.303 2.832 -3.698 -0.307
C -0.293 0.029 -0.783 -0.168
P 0.652 1.622 -1.213 0.402
C 1.696 2.309 0.224 -0.830
C 1.913 1.069 -2.591 -0.876
H 0.584 -3.271 -0.176 0.204
H 2.424 -3.428 0.259 0.475
H 1.846 -1.800 -0.545 0.047
H 0.717 -2.946 2.425 0.487
H 1.379 0.123 1.918 0.342
H -0.005 -0.665 2.922 0.113
H -1.523 -2.213 1.998 0.287
H -2.794 -1.415 0.860 0.413
H -1.449 -2.453 0.039 0.288
H -0.970 1.630 1.644 0.498
H -2.598 -0.489 -1.413 0.383
H -0.120 -0.962 -1.382 0.667
H 2.403 3.209 -0.114 0.426
H 1.060 2.593 1.164 0.235
H 2.448 1.443 0.549 0.342
H 2.707 1.892 -2.840 0.425
H 2.414 0.083 -2.148 0.286
H 1.357 0.749 -3.595 0.375
Sm -2.439 1.644 3.394 1.782
```

***

What did the fourth record say?
Density functional theory data (the ωB97M-V functional and the def2-TZVPD basis) for a structure of composition C10H18IN2O3PSm at a distorted geometry.

Its multiplicity is 6. Its orbital gap (spin up / spin down) is 5.11 / 4.09 eV. The total charge is +3. The value obtained for the energy is -2022.5695 Ha. The value obtained for the highest occupied orbital energy (spin up / spin down) is -17.1 / -17.1 eV.

The geometry in XYZ format:
```
36
Properties=species:S:1:pos:R:3:mulliken_charge:R:1
C 1.533 -2.660 0.201 -0.648
C 1.248 -2.141 1.727 -0.621
I 3.265 -1.887 2.651 0.175
C 0.526 -0.678 1.853 -0.789
C -0.650 -0.368 0.760 0.859
C -1.643 -1.689 0.934 -1.278
N -1.485 0.843 1.192 -0.653
C -2.394 1.214 0.030 0.454
O -3.439 2.013 0.250 -0.520
C -1.838 0.423 -1.289 -0.317
O -1.907 1.035 -2.623 -0.116
N -2.321 2.312 -2.588 0.160
O -2.303 2.832 -3.698 -0.307
C -0.293 0.029 -0.783 -0.168
P 0.652 1.622 -1.213 0.402
C 1.696 2.309 0.224 -0.830
C 1.913 1.069 -2.591 -0.876
H 0.584 -3.271 -0.176 0.204
H 2.424 -3.428 0.259 0.475
H 1.846 -1.800 -0.545 0.047
H 0.717 -2.946 2.425 0.487
H 1.379 0.123 1.918 0.342
H -0.005 -0.665 2.922 0.113
H -1.523 -2.213 1.998 0.287
H -2.794 -1.415 0.860 0.413
H -1.449 -2.453 0.039 0.288
H -0.970 1.630 1.644 0.498
H -2.598 -0.489 -1.413 0.383
H -0.120 -0.962 -1.382 0.667
H 2.403 3.209 -0.114 0.426
H 1.060 2.593 1.164 0.235
H 2.448 1.443 0.549 0.342
H 2.707 1.892 -2.840 0.425
H 2.414 0.083 -2.148 0.286
H 1.357 0.749 -3.595 0.375
Sm -2.439 1.644 3.394 1.782
```

***

> Look up the energy of the third one.

-1588.2855 Ha

***

> What is the energy in the first record?

-941.0462 Ha